11
Properties=species:S:1:pos:R:3:nbo_charge:R:1 method="wB97M-V/def2-TZVPD" smiles="O=NOC/C=C/Br" homo_ev=-9.36 total_charge=0 molar_mass_g_mol=166.0 de_lowest_kcal_mol=86.4
O 1.48649 2.57041 0.38493 -0.2575
N 1.00495 1.51635 0.37221 0.3378
O 1.48242 0.58385 -0.49033 -0.3663
C 0.96012 -0.61272 -0.00110 -0.1245
C -0.54107 -0.67394 0.11201 -0.2268
C -1.51159 0.06747 -0.38497 -0.2673
Br -3.23961 -0.49449 0.12753 0.0328
H 1.39608 -0.95153 1.07543 0.1979
H 1.23445 -1.32013 -0.80490 0.2258
H -0.72339 -1.45931 0.80750 0.2146
H -1.54883 0.77405 -1.19831 0.2334